The molecule C3H8N2O2, computed with ωB97M-V/def2-TZVPD.

Calculated values
- largest force on an atom (hartree/bohr) = 0.0126
- net charge = 0
- highest occupied orbital energy (eV) = -9.777
- SMILES = NC(=O)[C@@H](N)CO
- orbital gap (eV) = 10.4
- energy (Ha) = -379.09423
- energy above the lowest of the compared OMol25 structures with the same formula, charge and spin (eV) = 1.273

Structure (XYZ):
```
15
C3H8N2O2 ωB97M-V/def2-TZVPD
N -0.559 -1.331 0.523
C 0.062 -0.235 -0.244
C -0.955 0.385 -1.195
O -1.754 -0.587 -1.839
C 0.785 0.849 0.535
N 1.956 0.411 1.177
O 0.514 2.021 0.452
H -1.546 -1.097 0.622
H -0.210 -1.391 1.473
H 0.860 -0.660 -0.854
H -0.382 0.979 -1.904
H -1.613 1.049 -0.627
H -1.479 -1.472 -1.558
H 2.526 1.213 1.422
H 1.793 -0.134 2.016
```